(1)
The following is a DFT calculation (the ωB97M-V functional and the def2-TZVPD basis) of a structure of composition C18H25N2O8S4W.

```
58
Properties=species:S:1:pos:R:3:forces:R:3:lowdin_charge:R:1
W -0.089 -0.062 -0.312 0.06 0.10 -0.10 1.136
C 3.394 1.136 -0.260 0.01 -0.01 0.00 -0.452
C 3.454 -0.036 0.702 -0.01 0.00 0.01 -0.441
S 2.110 -1.236 0.491 0.03 -0.02 0.03 0.946
C 2.684 -2.305 -0.854 -0.03 -0.01 0.00 -0.436
C 2.584 -1.682 -2.231 0.01 0.00 0.00 -0.424
S 0.876 -1.138 -2.506 0.01 -0.01 -0.01 0.940
C 1.090 0.089 -3.806 -0.01 0.00 0.00 -0.444
C -0.219 0.849 -3.877 0.01 -0.01 0.01 -0.448
S -0.787 1.462 -2.271 0.00 0.00 0.00 0.961
C 0.166 2.996 -2.046 0.01 0.01 0.00 -0.426
C 1.612 2.828 -1.620 -0.01 0.01 -0.01 -0.423
S 1.722 1.797 -0.128 -0.01 -0.01 0.02 0.954
H 3.609 0.846 -1.287 0.00 0.00 -0.01 0.069
H 4.105 1.907 0.039 -0.01 0.01 0.00 0.106
H 3.350 0.309 1.732 0.00 0.00 0.00 0.098
H 4.398 -0.576 0.635 0.00 0.00 0.00 0.104
H 2.057 -3.194 -0.780 0.00 0.00 0.00 0.083
H 3.708 -2.598 -0.625 0.00 0.01 0.00 0.106
H 2.817 -2.426 -2.993 -0.01 0.00 0.00 0.107
H 3.259 -0.837 -2.354 0.00 0.00 0.00 0.073
H 1.293 -0.428 -4.744 0.00 -0.01 0.00 0.107
H 1.936 0.732 -3.572 0.00 0.01 0.00 0.072
H -1.021 0.196 -4.224 0.00 -0.01 0.00 0.096
H -0.165 1.695 -4.562 0.01 0.00 0.00 0.103
H -0.399 3.547 -1.297 0.00 0.00 0.00 0.091
H 0.104 3.543 -2.987 0.00 0.00 0.00 0.103
H 2.032 3.804 -1.377 0.00 0.00 0.00 0.105
H 2.222 2.379 -2.402 0.00 -0.01 0.00 0.072
O -0.873 -1.269 6.686 0.00 -0.01 0.01 -0.009
C -1.115 -0.182 6.149 -0.01 0.01 -0.02 -0.688
O -1.525 0.911 6.556 0.00 0.01 0.01 -0.003
C -0.847 -0.193 4.612 0.00 0.01 0.02 -0.052
C -0.439 -1.351 3.967 0.00 0.00 -0.02 0.043
C -0.216 -1.343 2.605 0.02 -0.01 0.02 -0.141
N -0.374 -0.235 1.863 0.00 0.01 0.02 -0.072
C -0.787 0.892 2.490 0.01 0.00 0.00 -0.172
C -1.028 0.953 3.841 0.01 -0.01 0.00 0.097
C -1.019 2.047 1.586 0.03 -0.02 -0.02 -0.518
O -1.331 3.152 1.909 0.00 0.02 0.01 0.168
O -0.855 1.695 0.290 -0.04 0.02 0.05 -0.418
H -0.309 -2.245 4.564 0.00 0.00 0.00 0.130
H 0.090 -2.238 2.081 -0.01 0.00 0.00 0.092
H -1.366 1.865 4.317 0.00 0.00 -0.01 0.144
C -4.476 0.416 -0.612 0.01 -0.02 -0.02 0.028
O -3.030 0.414 -0.780 0.01 0.04 -0.01 -0.125
C -2.249 -0.413 -0.191 -0.04 -0.06 -0.01 -0.295
C -2.893 -1.392 0.726 -0.01 0.02 0.04 -0.033
H -4.732 0.481 0.442 0.02 0.00 0.01 0.109
H -4.890 -0.482 -1.063 -0.02 0.00 0.00 0.111
H -4.813 1.302 -1.138 0.00 -0.01 -0.01 0.109
H -3.234 -0.826 1.604 0.00 0.00 -0.01 0.127
H -2.205 -2.150 1.078 0.00 -0.01 -0.01 0.075
H -3.768 -1.859 0.274 0.01 -0.01 0.00 0.105
O -0.534 -4.046 -1.234 0.00 0.00 0.00 0.135
N -0.945 -2.926 -1.133 0.00 -0.01 -0.01 -0.526
O -1.880 -2.430 -1.720 0.01 0.01 0.00 0.057
O -0.258 -2.146 -0.250 -0.05 -0.02 0.02 -0.415
```
Positions in Å, forces in eV/Å.

Results
calculated total energy = -3071.82139 Eh
molecular weight = 709.5 g/mol
highest occupied orbital energy = -9.812 eV
max |F| = 0.00303 Eh/bohr
net charge = +1



(2)
The following is a DFT calculation (the ωB97M-V functional and the def2-TZVPD basis) of a structure of composition C18H25N4OS5Ti.

```
54
Properties=species:S:1:pos:R:3:forces:R:3:lowdin_charge:R:1
Ti -0.236 -0.154 -0.226 0.57 -0.27 -0.69 0.408
C -2.068 2.617 1.824 -1.20 -0.59 -2.17 -0.437
C -2.246 1.288 2.516 1.25 -0.71 1.21 -0.437
S -2.299 -0.112 1.325 -0.19 1.17 -0.14 0.807
C -2.338 -1.627 2.288 0.61 -0.11 0.52 -0.456
C -2.635 -2.787 1.342 1.15 0.29 -0.31 -0.427
S -1.808 -2.547 -0.304 -0.51 -0.26 0.88 0.912
C -3.278 -1.959 -1.170 0.54 0.96 -1.01 -0.496
C -2.804 -1.207 -2.396 0.52 -1.16 -1.62 -0.508
S -1.856 0.292 -2.187 0.64 1.03 0.04 0.898
C -2.968 1.593 -1.550 -1.78 -0.85 -1.13 -0.512
C -2.285 2.828 -1.142 1.96 0.71 0.21 -0.461
S -1.062 2.582 0.266 -0.35 -0.19 -0.21 0.880
H -1.645 3.394 2.399 0.57 0.52 0.98 0.074
H -3.049 2.963 1.507 -0.05 0.20 -0.10 0.092
H -3.180 1.242 3.053 -0.38 0.19 0.13 0.090
H -1.450 1.192 3.292 -0.37 -0.45 -0.72 0.106
H -3.081 -1.537 3.091 0.27 -0.10 -0.19 0.112
H -1.318 -1.718 2.681 -0.37 -0.18 0.31 0.052
H -3.669 -2.870 1.145 -1.14 -0.10 -0.22 0.072
H -2.302 -3.741 1.737 0.15 0.03 0.19 0.094
H -3.889 -1.354 -0.537 -0.24 0.53 0.55 0.059
H -3.917 -2.713 -1.563 -0.26 -1.23 0.04 0.096
H -3.548 -1.013 -3.167 -0.62 0.25 0.47 0.098
H -2.163 -1.919 -3.020 -0.15 1.07 1.01 0.121
H -3.455 1.232 -0.654 -0.44 -0.41 0.00 0.044
H -3.767 1.883 -2.304 0.95 -0.66 0.66 0.136
H -3.061 3.520 -0.880 -0.15 0.62 0.54 0.096
H -1.675 3.329 -1.922 -0.33 -0.42 0.30 0.094
C 2.806 -2.914 2.560 0.55 0.26 1.54 -0.001
N 3.214 -1.937 1.570 -0.44 -0.13 -1.05 -0.106
C 4.326 -2.054 0.779 1.00 -0.49 -0.37 -0.007
C 4.340 -1.033 -0.094 0.69 -0.02 -1.14 0.004
N 3.191 -0.303 0.190 0.96 2.03 -1.91 0.011
C 2.520 -0.852 1.181 -1.10 -0.62 1.44 -0.640
S 1.029 -0.346 1.916 0.12 -0.01 -0.40 0.703
C 2.962 0.945 -0.507 -0.95 0.00 0.25 -0.208
C 4.020 1.747 -0.864 0.21 -0.95 0.00 0.031
C 3.825 2.830 -1.693 2.34 0.05 1.00 0.001
C 2.567 3.057 -2.077 -0.86 1.59 -1.32 -0.034
C 1.545 2.293 -1.634 -2.77 0.14 -0.30 -0.148
N 1.698 1.274 -0.835 0.11 -2.32 1.09 0.052
H 3.419 -2.588 3.454 -1.07 -1.00 -0.48 0.133
H 3.044 -3.962 2.267 -0.04 0.96 0.02 0.119
H 1.720 -2.805 2.745 0.75 -0.06 0.01 0.068
H 5.037 -2.867 0.861 -0.28 0.11 0.14 0.150
H 5.003 -0.804 -0.982 -1.03 -0.35 1.51 0.175
H 5.006 1.457 -0.608 0.77 -0.11 0.50 0.118
H 4.706 3.464 -1.917 -0.88 -0.40 -0.20 0.155
H 2.332 3.855 -2.724 -0.19 0.86 -0.69 0.122
H 0.474 2.495 -1.923 1.46 -0.04 0.14 0.104
O 2.275 -1.011 -3.130 1.33 -0.09 -1.13 0.166
C 1.429 -1.250 -2.382 1.28 0.87 -1.17 -0.514
N 0.564 -1.388 -1.600 -2.62 -0.18 3.01 -0.065
```
Positions in Å, forces in eV/Å.

Results
spin multiplicity = 2
calculated total energy = -3835.16014 Eh
molecular weight = 521.6 g/mol
highest occupied orbital energy (spin up / spin down) = -14.162 / -14.491 eV
max |F| = 0.07774 Eh/bohr
net charge = +2



(3)
The following is a DFT calculation (the ωB97M-V functional and the def2-TZVPD basis) of a structure of composition C18H25N4OS5Ti.

```
54
Properties=species:S:1:pos:R:3:forces:R:3:lowdin_charge:R:1
Ti -0.252 -0.739 -0.022 0.41 0.26 0.24 0.379
C 1.361 -0.145 3.131 -2.67 0.96 0.85 -0.429
C 0.984 -1.574 2.841 -0.47 0.00 1.60 -0.511
S 1.599 -1.938 1.269 0.00 -0.46 -0.91 0.907
C 1.338 -3.704 0.998 0.26 -0.24 -1.87 -0.396
C 1.726 -3.806 -0.509 0.08 0.49 0.11 -0.410
S 0.769 -2.593 -1.552 0.06 -0.96 -0.08 0.891
C 2.082 -1.897 -2.521 1.31 -0.33 -0.27 -0.504
C 2.938 -0.909 -1.726 0.85 -0.06 -0.76 -0.468
S 2.001 0.525 -1.075 -0.22 -0.18 -0.62 0.886
C 3.028 1.033 0.315 1.41 -1.92 0.82 -0.525
C 2.322 1.856 1.361 -0.88 -0.18 -0.25 -0.450
S 0.753 1.052 1.858 0.37 -0.03 0.11 0.841
H 2.386 -0.072 3.208 2.37 0.37 -0.07 0.060
H 0.944 0.292 4.069 0.20 -0.90 -0.52 0.112
H -0.041 -1.841 3.042 -0.75 0.33 -0.61 0.101
H 1.479 -2.255 3.485 0.92 -0.32 1.13 0.091
H 0.307 -4.034 1.070 -0.17 0.32 0.49 0.086
H 2.002 -4.369 1.556 -0.05 0.42 0.21 0.112
H 1.563 -4.793 -0.931 -0.14 -0.07 0.12 0.097
H 2.782 -3.543 -0.663 -0.28 -0.16 0.13 0.083
H 1.652 -1.518 -3.404 -0.87 1.13 -0.91 0.061
H 2.695 -2.687 -3.013 -0.04 0.24 0.93 0.125
H 3.831 -0.559 -2.304 -0.90 -0.18 0.36 0.120
H 3.311 -1.514 -0.911 0.31 0.32 0.63 0.045
H 3.976 1.490 0.072 0.02 0.59 -0.83 0.100
H 3.409 0.042 0.707 -0.65 0.97 0.20 0.073
H 2.004 2.840 0.987 0.24 -0.23 0.01 0.093
H 2.943 2.010 2.246 -0.03 -0.01 -0.13 0.105
C -2.489 2.778 3.151 -0.57 -0.26 0.15 0.004
N -2.346 2.906 1.702 0.22 -1.36 -0.33 -0.089
C -2.277 4.023 0.888 -0.67 0.67 1.62 -0.001
C -2.046 3.623 -0.349 -0.16 -0.95 -0.39 -0.019
N -1.964 2.233 -0.325 0.20 -0.27 -0.51 0.008
C -2.185 1.793 0.955 0.46 0.40 -0.97 -0.698
S -2.219 0.144 1.345 -0.12 -0.02 0.47 0.749
C -1.912 1.470 -1.551 -0.89 -0.14 -0.09 -0.251
C -2.745 1.887 -2.584 -0.04 0.43 -0.83 0.056
C -2.686 1.236 -3.851 -1.56 2.19 1.54 0.009
C -1.958 0.101 -3.959 0.50 -1.61 -0.92 -0.043
C -1.213 -0.319 -2.896 0.76 0.95 2.54 -0.054
N -1.158 0.386 -1.663 0.18 -1.39 -1.99 0.002
H -2.694 3.764 3.585 -0.08 -0.41 -0.12 0.110
H -1.551 2.377 3.551 -0.27 0.12 0.00 0.081
H -3.316 2.041 3.325 0.72 0.87 0.15 0.112
H -2.559 4.983 1.283 0.31 0.12 -0.08 0.146
H -2.116 4.122 -1.268 0.33 0.78 -0.81 0.123
H -3.413 2.728 -2.326 0.33 -0.57 -0.77 0.137
H -3.274 1.591 -4.704 0.11 -0.04 0.53 0.140
H -2.042 -0.510 -4.873 0.42 0.39 0.55 0.146
H -0.571 -1.207 -2.940 -0.64 0.45 -0.01 0.054
O -3.332 -3.597 -0.149 -1.20 -1.19 -0.15 0.201
C -2.385 -2.961 -0.024 -0.02 0.66 0.01 -0.457
N -1.440 -2.238 0.094 1.01 0.06 0.28 -0.142
```
Positions in Å, forces in eV/Å.

Results
spin multiplicity = 2
calculated total energy = -3835.15118 Eh
molecular weight = 521.6 g/mol
highest occupied orbital energy (spin up / spin down) = -13.917 / -14.154 eV
max |F| = 0.06033 Eh/bohr
net charge = +2